# 1
Below is C35H51N9NaO6PS as an isolated structure in a non-equilibrium geometry, with properties calculated with ωB97M-V with the def2-TZVPD basis set.

Values from the calculation:
Lowest unoccupied orbital energy in eV: 3.9
Net charge: -2
Kohn-Sham gap in eV: 5.57

Last column: Löwdin charge in e.
Atoms and positions in Å:
1 S -1.230 0.241 -4.314  0.5519
2 P -0.306 2.796 -0.430  0.2942
3 Na -0.580 -0.262 -1.339  0.2031
4 O 1.038 3.244 -1.241  -0.1582
5 O -0.279 1.324 -0.154  -0.3363
6 O -0.946 -2.356 -2.172  -0.0860
7 O 0.210 -3.663 -4.010  0.0514
8 O -1.237 3.096 -1.716  -0.1626
9 O -0.593 3.703 0.720  -0.3067
10 N -2.426 -2.261 -0.090  0.0292
11 N 1.541 -0.029 -2.971  0.0629
12 N 1.873 -1.739 -0.914  0.1478
13 N 0.858 -0.451 4.442  -0.0985
14 N -2.288 0.024 1.483  0.1303
15 N 0.105 2.446 -4.910  0.0475
16 N 1.394 0.888 -3.924  -0.0471
17 N 0.123 -0.985 2.226  0.1906
18 N -2.417 -3.435 -0.759  0.0259
19 C -2.770 -2.316 1.139  -0.1422
20 C 4.239 -1.709 -1.208  -0.0393
21 C 2.732 -0.498 -2.793  -0.3069
22 C -2.444 -5.654 -2.488  -0.0518
23 C -1.595 -4.573 -2.705  -0.0701
24 C -3.104 -1.232 3.340  -0.0633
25 C -2.632 3.377 -1.740  -0.6401
26 C -3.417 2.214 -1.143  -0.0178
27 C 2.041 -2.470 0.175  -0.1356
28 C 2.947 -1.348 -1.618  -0.2333
29 C -2.940 -0.141 4.174  -0.1370
30 C 2.485 4.534 0.202  -0.0414
31 C 0.253 -1.234 3.464  -0.4283
32 C -2.125 1.060 2.290  -0.1585
33 C -2.417 1.033 3.651  -0.0837
34 C -2.938 4.680 -0.999  -0.0446
35 C -0.570 -5.815 -4.518  -0.0354
36 C -0.260 -2.580 3.931  -0.0289
37 C -2.971 3.528 -3.219  -0.0488
38 C 0.565 -0.663 5.844  -0.2224
39 C -0.814 -0.167 6.299  -0.0816
40 C 3.287 -2.842 0.669  -0.0862
41 C -2.379 -6.796 -3.270  -0.1313
42 C -1.432 -6.870 -4.288  -0.1281
43 C -2.733 -1.130 1.994  -0.2859
44 C 0.176 1.197 -4.340  -0.9326
45 C -1.655 -3.341 -1.854  -0.4356
46 C 1.541 0.772 4.071  -0.2100
47 C 2.351 3.309 -0.707  -0.6459
48 C 3.253 3.457 -1.928  -0.0326
49 C 3.883 -0.154 -3.700  -0.0616
50 C 0.653 2.011 3.978  -0.0616
51 C -0.642 -4.652 -3.742  -0.2769
52 C 4.404 -2.443 -0.048  -0.1026
53 C 2.712 2.038 0.053  -0.0231
54 H -2.571 4.624 0.026  0.0600
55 H 4.540 -1.012 -3.854  0.0623
56 H -2.369 4.331 -3.649  0.0793
57 H 2.248 5.439 -0.362  0.0823
58 H -4.031 3.769 -3.338  0.0778
59 H 3.379 -3.412 1.585  0.0863
60 H -0.115 1.888 3.215  0.0402
61 H -1.369 -7.759 -4.906  0.0844
62 H -0.056 -2.897 -3.412  0.0721
63 H 2.970 4.354 -2.482  0.0814
64 H 3.504 4.610 0.591  0.0749
65 H 1.129 -2.757 0.686  0.0920
66 H 0.986 2.919 -5.034  0.0744
67 H -3.135 2.060 -0.101  0.0629
68 H 3.117 2.594 -2.583  0.0606
69 H -3.503 -2.165 3.722  0.1032
70 H -3.053 -7.626 -3.089  0.0788
71 H 3.747 2.081 0.402  0.0864
72 H -0.606 2.575 -5.609  0.0567
73 H 5.101 -1.397 -1.782  0.0895
74 H 0.168 2.225 4.932  0.0572
75 H 4.301 3.533 -1.626  0.0787
76 H 2.338 0.939 4.804  0.1072
77 H -3.214 -0.205 5.222  0.0947
78 H -0.636 -3.093 3.050  0.0747
79 H -2.434 5.512 -1.496  0.0820
80 H 1.776 4.459 1.026  0.0629
81 H -1.078 -2.487 4.648  0.0631
82 H -3.149 -5.575 -1.672  0.0941
83 H -1.722 1.959 1.829  0.0765
84 H 0.177 -5.861 -5.301  0.1037
85 H -3.194 1.296 -1.689  0.0854
86 H 0.539 -3.169 4.388  0.0761
87 H 3.480 0.162 -4.660  0.0571
88 H -4.015 4.862 -1.000  0.0749
89 H 4.480 0.674 -3.301  0.0696
90 H 0.441 -0.096 1.843  0.0520
91 H -1.054 -0.573 7.286  0.0727
92 H -3.014 -3.274 1.609  0.0999
93 H -4.491 2.405 -1.198  0.0826
94 H 2.022 0.599 3.109  0.1068
95 H 2.577 1.166 -0.588  0.0727
96 H 5.398 -2.707 0.297  0.0909
97 H 2.045 1.927 0.903  0.0630
98 H -1.583 -0.488 5.595  0.0102
99 H 1.252 2.878 3.700  0.0747
100 H 1.341 -0.155 6.423  0.1090
101 H 0.644 -1.728 6.072  0.0961
102 H -0.848 0.920 6.356  0.0634
103 H -2.740 2.604 -3.752  0.0297
104 H -2.248 1.906 4.268  0.0989

# 2
Below is C35H52AsCoP3S as an isolated structure in a non-equilibrium geometry, with properties calculated with ωB97M-V with the def2-TZVPD basis set.

Values from the calculation:
Lowest unoccupied orbital energy (spin up / spin down) in eV: -8.6 / -13.0
Net charge: +3
Kohn-Sham gap (spin up / spin down) in eV: 6.86 / 2.54
Multiplicity: 5

Last column: Mulliken spin population.
Atoms and positions in Å:
1 As 0.714 -1.217 1.692  -0.0229
2 Co -0.129 -0.136 -0.746  2.8188
3 S -2.546 3.723 -2.509  0.9407
4 P -1.755 1.019 -0.022  -0.0869
5 P -1.062 -1.988 -1.253  -0.0799
6 P 2.099 -1.170 -1.921  0.0661
7 C -2.774 5.078 -3.583  -0.0121
8 C 3.540 -0.047 -2.176  0.0127
9 C 5.080 -3.141 2.100  0.0023
10 C 0.551 1.429 -2.192  0.0773
11 C 1.747 -1.562 -3.696  0.0096
12 C 3.984 -3.955 1.797  0.0002
13 C -3.129 7.278 -5.296  0.0005
14 C -3.120 0.847 -1.257  0.0305
15 C 2.710 -3.392 1.652  -0.0029
16 C 1.188 2.569 3.589  0.0060
17 C -1.723 -1.913 -2.955  0.0311
18 C -2.488 -2.517 -0.224  0.0022
19 C -2.173 7.329 -4.273  0.0057
20 C 1.079 1.556 2.632  0.0171
21 C 1.267 2.255 4.945  -0.0006
22 C -1.504 2.801 0.372  0.0136
23 C -2.014 6.254 -3.400  -0.0050
24 C -0.331 -4.283 4.606  0.0001
25 C 1.007 0.213 3.044  0.0122
26 C -3.827 5.089 -4.521  0.0210
27 C 3.125 -2.646 -1.487  0.0285
28 C -2.259 -2.868 4.285  -0.0008
29 C -3.980 6.167 -5.392  0.0054
30 C -1.545 -2.116 3.350  -0.0069
31 C -2.651 0.627 1.530  0.0208
32 C 1.143 -0.104 4.399  -0.0005
33 C 0.394 -3.499 3.702  0.0000
34 C -0.139 -3.567 -1.253  0.0053
35 C 2.521 -2.014 1.852  0.0170
36 C -0.218 -2.433 3.022  0.0150
37 C 3.624 -1.198 2.134  0.0026
38 C -1.660 -3.970 4.907  0.0007
39 C 1.195 1.757 -0.987  0.0312
40 C 4.900 -1.764 2.257  -0.0006
41 C 1.262 0.916 5.352  0.0015
42 H -3.910 1.576 -1.032  0.0070
43 H 5.753 -1.125 2.488  0.0000
44 H -3.126 -0.360 1.464  0.0011
45 H -1.120 3.367 -0.488  0.0241
46 H 0.150 -5.137 5.086  0.0001
47 H 3.795 -2.387 -0.660  0.0005
48 H 1.211 3.612 3.257  0.0003
49 H 4.080 0.056 -1.228  -0.0012
50 H -4.763 6.147 -6.149  0.0021
51 H -2.784 -3.521 -0.557  0.0029
52 H -2.393 -1.053 -3.061  -0.0113
53 H -4.504 4.238 -4.547  -0.0084
54 H 4.112 -5.033 1.682  -0.0001
55 H 1.446 -3.728 3.549  0.0007
56 H 4.213 -0.481 -2.927  0.0015
57 H -1.546 8.215 -4.157  0.0045
58 H 1.135 -1.149 4.721  0.0000
59 H -2.024 -1.252 2.897  0.0006
60 H 2.520 -3.505 -1.184  -0.0001
61 H -2.279 -2.838 -3.158  0.0056
62 H -2.739 1.026 -2.273  -0.0064
63 H 1.344 0.659 6.408  0.0000
64 H -3.348 -1.848 -0.331  -0.0030
65 H 1.341 3.049 5.687  -0.0001
66 H -2.225 -4.568 5.623  0.0000
67 H -3.532 -0.170 -1.212  0.0043
68 H -1.309 6.295 -2.571  -0.0147
69 H 1.140 -0.770 -4.146  0.0003
70 H 0.551 -3.635 -2.099  0.0002
71 H -3.287 -2.588 4.524  0.0001
72 H -0.383 1.933 -2.434  -0.0095
73 H -0.857 -4.394 -1.327  0.0016
74 H 2.702 -1.630 -4.232  0.0015
75 H -3.234 8.109 -5.997  0.0007
76 H 3.219 0.942 -2.511  -0.0012
77 H -0.790 2.880 1.205  -0.0063
78 H -2.200 -2.569 0.836  0.0036
79 H 6.074 -3.586 2.218  0.0000
80 H -2.469 3.234 0.675  0.0036
81 H -3.423 1.391 1.701  0.0006
82 H 3.730 -2.928 -2.361  0.0021
83 H 1.214 -2.512 -3.797  -0.0008
84 H 1.075 0.992 -3.045  -0.0040
85 H -1.936 0.661 2.364  -0.0037
86 H 1.061 1.793 1.566  -0.0087
87 H -0.901 -1.814 -3.674  -0.0097
88 H -1.676 2.841 -3.124  0.0364
89 H 0.423 -3.680 -0.317  0.0014
90 H 1.858 -4.040 1.436  -0.0010
91 H 2.203 1.407 -0.749  0.0004
92 H 0.822 2.593 -0.395  0.0040
93 H 3.487 -0.126 2.283  0.0016